Entry 1:
Entry from the OMol25 dataset: a molecular structure, C32H39EuN5 (wB97M-V/def2-TZVPD).

Each line ends with the Löwdin spin population.
CARTESIAN COORDINATES (ANGSTROEM)
Eu 0.3330 -0.9892 0.4183  5.0886
N 0.9454 -2.8558 4.2496  0.0314
N 0.4863 -2.4913 -1.7462  -0.0049
C 1.1909 1.8294 0.4348  0.0326
C 2.2336 0.8813 0.7379  0.0322
C 2.1553 0.5933 2.1448  0.0143
C 2.9401 -0.3362 2.9266  0.3344
H 3.8737 -0.6375 2.4687  0.0097
H 2.3100 -1.4032 3.0207  0.0804
H 3.0461 -0.0707 3.9717  0.0221
C 1.0794 1.3538 2.6876  0.0378
C 0.6776 1.3741 4.1120  0.0104
H 1.2211 2.1144 4.7240  0.0036
H 0.8477 0.3933 4.5700  0.0010
H -0.3881 1.6150 4.1975  0.0017
C 0.4987 2.1234 1.6531  0.0088
C -0.6348 3.0624 1.8940  0.0152
H -1.5280 2.4393 2.0799  0.0039
H -0.8039 3.7090 1.0266  0.0052
H -0.4584 3.6801 2.7897  0.0018
C 3.2356 0.3195 -0.2115  0.0050
H 4.1124 0.9886 -0.2395  0.0026
H 2.8649 0.2406 -1.2502  0.0006
H 3.5896 -0.6778 0.0980  0.0008
C 0.9515 2.4750 -0.8863  0.0103
H -0.0991 2.7792 -1.0173  0.0017
H 1.2022 1.8014 -1.7202  0.0009
H 1.5754 3.3784 -1.0029  0.0037
C 0.0643 -3.4700 4.9945  0.0001
H 0.2487 -3.4493 6.1211  -0.0004
C -1.0518 -4.1886 4.3822  0.0366
H -1.7537 -4.7109 5.0884  0.0045
C -1.2241 -4.2367 2.9612  0.0047
H -2.1305 -4.8046 2.5359  0.0065
C -0.2100 -3.6162 2.1148  0.0300
H -0.3182 -3.5297 1.0157  0.0004
C 1.0284 -3.0559 2.7664  0.0500
C 2.3516 -2.4080 2.5174  0.2093
H 3.2051 -2.7825 1.7529  0.0062
C -0.2974 -1.5389 -2.1568  -0.0040
C 1.4023 -3.0862 -2.7501  0.0004
H 2.0929 -3.7279 -2.1949  0.0005
C 0.9458 -2.5209 -3.8798  0.0008
H 1.2775 -2.8482 -4.9120  0.0003
N -0.0768 -1.5134 -3.5249  -0.0001
C -0.1561 -0.1493 -3.9305  0.0011
C 0.9483 0.3335 -4.6480  0.0001
C 0.8594 1.6245 -5.2710  0.0011
H 1.6111 1.8909 -6.0216  0.0004
C -0.2441 2.4474 -4.9843  0.0004
C -0.4543 3.6550 -5.8403  0.0051
H -1.0016 4.4426 -5.3171  0.0016
H -1.0389 3.3518 -6.7196  0.0007
H 0.5081 4.0362 -6.1926  0.0004
C -1.2046 2.1031 -4.0116  0.0071
H -2.0654 2.7406 -3.7843  0.0078
C -1.1209 0.7910 -3.4193  0.0018
C -2.0353 0.4801 -2.2622  0.0160
H -2.0547 -0.6148 -2.0251  0.0039
H -3.0580 0.7932 -2.4852  0.0124
H -1.7692 0.9906 -1.3134  0.0024
C 2.2414 -0.4218 -4.6293  0.0006
H 2.1249 -1.4926 -4.8672  0.0001
H 2.7591 -0.3785 -3.6512  0.0001
H 2.9109 -0.0462 -5.3838  0.0002
C -3.8449 1.1156 0.7977  0.1899
C -3.2312 0.3298 1.8862  0.0511
N -1.9840 -0.0839 2.1569  -0.0005
C -2.0481 -0.7350 3.3967  0.0009
C -3.3886 -0.8143 3.8080  0.1358
N -4.0812 -0.1265 2.8193  0.0731
H -4.3364 0.4301 0.0886  0.0553
H -4.6383 1.7563 1.2238  0.0901
H -3.1160 1.7526 0.2884  0.0076
H -1.1780 -1.1273 3.9098  0.0000
H -3.8375 -1.2964 4.6349  0.0432
H -5.0886 0.0201 2.7842  0.1883

Results
LUMO level (spin up / spin down)	4.2 / 4.1	eV
multiplicity	8
HOMO-LUMO gap (spin up / spin down)	1.7 / 4.6	eV
charge	-2
HOMO (spin up / spin down)	0.0911 / -0.0175	hartree

Entry 2:
Entry from the OMol25 dataset: a molecular structure, C36H35N3O2PS4Ta (wB97M-V/def2-TZVPD).

Each line ends with the Löwdin charge.
CARTESIAN COORDINATES (ANGSTROEM)
Ta -0.1318 0.5773 -0.6896  1.2112
S 2.3173 0.6043 -1.2595  0.6246
C 2.2571 -1.0426 -1.9618  -0.5910
C 3.1153 -1.4118 -2.9858  -0.1119
C 3.0924 -2.7112 -3.4647  -0.0641
C 2.2276 -3.6439 -2.9070  -0.0514
C 1.3829 -3.2786 -1.8748  -0.0142
C 1.3799 -1.9710 -1.3934  -0.3598
S -1.1755 -0.5208 -2.6457  0.6155
C -2.6421 -1.0964 -1.7299  -0.4703
C -3.3512 0.0958 -1.1660  -0.3488
C -4.7322 0.1555 -1.0726  0.0117
C -5.3182 1.3175 -0.5964  -0.0090
C -4.5124 2.3916 -0.2611  0.0062
C -3.1344 2.2623 -0.3822  -0.3092
C -2.2719 3.4643 -0.1244  -0.3235
S -0.5128 3.1605 0.2557  0.9327
C -0.6112 3.0139 2.0215  -0.5405
C -0.5916 4.1685 2.7951  -0.0926
C -0.6385 4.0701 4.1738  -0.0568
C -0.6899 2.8164 4.7710  -0.0442
C -0.7194 1.6695 3.9978  -0.0906
C -0.6870 1.7559 2.6070  -0.6165
S -0.7973 0.2650 1.6846  0.7428
N -2.5805 1.1261 -0.7982  -0.0230
H 3.8171 -0.6962 -3.3950  0.0961
H 3.7608 -2.9940 -4.2655  0.1118
H 2.2232 -4.6654 -3.2601  0.1147
H 0.7203 -4.0049 -1.4234  0.1272
H -3.2778 -1.6459 -2.4213  0.0838
H -2.3044 -1.7716 -0.9382  0.0727
H -5.3311 -0.6950 -1.3634  0.1285
H -6.3921 1.3959 -0.5047  0.1259
H -4.9433 3.3235 0.0755  0.1288
H -2.2631 4.0931 -1.0177  0.0950
H -2.6707 4.0427 0.7077  0.1023
H -0.5501 5.1337 2.3079  0.1135
H -0.6358 4.9657 4.7777  0.1160
H -0.7155 2.7316 5.8483  0.1193
H -0.7721 0.6930 4.4591  0.1074
C 0.5598 -1.5409 -0.2571  -0.3589
C 0.4995 -2.1849 0.8700  -0.0723
C 0.6776 -2.6144 2.1028  -0.1624
C -0.1747 -3.5974 2.7821  -0.1798
C 0.3116 -4.3661 3.8403  -0.0238
C -0.4934 -5.3211 4.4384  -0.0615
C -1.7887 -5.5267 3.9885  -0.0719
C -2.2866 -4.7533 2.9483  -0.0738
C -1.4879 -3.7976 2.3485  -0.0317
C 1.8336 -1.9791 2.7939  -0.1886
C 1.7067 -1.5392 4.1101  -0.0429
C 2.7530 -0.8686 4.7217  -0.0678
C 3.9317 -0.6317 4.0310  -0.0766
C 4.0706 -1.0814 2.7267  -0.0682
C 3.0275 -1.7512 2.1109  -0.0201
H 1.3280 -4.2337 4.1840  0.1192
H -0.1013 -5.9133 5.2534  0.1110
H -2.4093 -6.2901 4.4371  0.1090
H -3.3007 -4.9020 2.6020  0.1057
H -1.8733 -3.1777 1.5468  0.1016
H 0.7860 -1.7100 4.6524  0.1191
H 2.6555 -0.5323 5.7452  0.1089
H 4.7420 -0.1023 4.5123  0.1068
H 4.9925 -0.9212 2.1847  0.1066
H 3.1414 -2.1235 1.1009  0.1171
N -0.8584 1.8329 -5.9365  0.1300
C -0.6292 3.0331 -5.0802  -0.1540
P 0.5657 2.4153 -3.7619  0.4287
O 1.0135 1.1180 -4.3703  -0.3662
O -0.1458 2.4611 -2.4453  -0.5151
C 2.0685 3.5325 -3.7326  -0.1747
N 3.2528 2.6468 -3.7945  0.1112
H -0.1066 1.1473 -5.5695  0.1113
H -0.7430 2.0074 -6.9332  0.1681
H -1.7718 1.4074 -5.7804  0.1638
H -1.5478 3.3598 -4.6002  0.1061
H -0.2216 3.8565 -5.6615  0.1038
H 2.0677 4.0826 -2.7927  0.1132
H 2.0809 4.2425 -4.5576  0.1091
H 4.1361 3.1427 -3.6726  0.1730
H 3.2635 2.1191 -4.6693  0.1549
H 3.1344 1.9105 -2.9969  0.0618

Results
LUMO level	-6.2	eV
HOMO-LUMO gap	5.4	eV
charge	+2
HOMO	-0.4267	hartree

For each record above, in turn, the calculated energy above the lowest of the compared OMol25 structures with the same formula, charge and spin values are 698.0; 0.0 kJ/mol.
For each record above, in turn, the calculated molecular weight values are 645.66; 881.89 g mol⁻¹.
For each record above, in turn, the calculated F_max values are 7.789; 1.875 eV/Å.